# 1
C31H24F15N3O4Zr | ωB97M-V with the def2-TZVPD basis set

Calculated total energy, eV: -87248.711
Gap between HOMO and LUMO, eV: 7.960
HOMO, Eh: -0.324
Max |F|, eV/Å: 0.13
M, g mol⁻¹: 878.74

Structure (ORCA input):
```
! wB97M-V def2-TZVPD RIJCOSX def2/J DEFGRID3
* xyz 0 1
Zr 0.0904 -0.0172 -0.1739
F -4.5979 1.6449 1.9567
F -0.0142 0.8393 -4.2648
F 1.7745 -0.1978 -3.6477
F -4.5431 1.6805 -0.2093
F -1.9170 -1.7333 -4.8552
F -1.8105 1.9698 2.7988
F 0.6601 -0.8929 -5.3649
F -2.5300 -0.0063 3.2453
F -0.6922 0.2476 2.1205
F -2.3829 -2.2416 -2.8034
F -3.2925 3.0240 0.9112
F -4.1179 -1.1427 1.5099
F -2.3548 -0.1761 -3.4165
F -2.1517 -1.5227 0.6541
F -3.7558 -0.7729 -0.5790
O 2.6445 -3.3862 0.5993
O -1.7260 0.9733 -0.0226
O 2.6182 3.2509 -1.3584
O -0.1796 -0.7908 -1.9184
N 0.9309 1.9627 -0.4225
N 0.9939 -1.7717 0.8061
N 2.3364 -0.1260 -0.5909
C -1.7496 -1.3518 -3.5821
C -1.9789 0.7537 2.3196
C -0.2559 -1.3056 -3.1970
C -1.0259 -4.3798 2.5272
C -0.6361 3.7764 -0.9825
C 4.2049 0.8060 -1.6883
C 4.1973 -1.5099 -1.0179
C -2.6711 0.7333 0.9170
C 2.1726 -2.2942 0.3492
C -0.8320 3.1931 -2.3506
C -3.7978 1.7997 0.8871
C 1.5237 -1.0926 3.5797
C 2.9410 0.9149 -1.1420
C 2.9391 -1.3039 -0.4893
C 1.3992 3.0479 2.1568
C 0.3540 -2.7009 -3.2707
C 0.3724 -2.5556 1.8421
C -0.8637 -4.0099 3.8540
C 0.4285 3.6936 1.2051
C 0.5857 -2.2011 3.1759
C 0.2228 3.1674 -0.0699
C 0.5345 -0.3686 -4.1404
C -1.3035 4.9294 -0.5901
C 2.1484 2.1877 -1.0097
C -1.1255 5.4601 0.6776
C -0.2625 4.8443 1.5683
C -0.5509 -4.1021 0.0789
C 4.8255 -0.4359 -1.6413
C -0.4078 -3.6677 1.5095
C -3.2356 -0.6881 0.6330
C -0.0548 -2.9348 4.1712
H 0.2471 -3.1234 -4.2674
H -1.2415 -4.9407 -0.0008
H -1.6576 6.3561 0.9703
H 5.8126 -0.5619 -2.0663
H -1.9747 5.4125 -1.2902
H 1.0696 -0.4549 4.3396
H -0.1384 -3.3453 -2.5480
H -0.1116 5.2627 2.5564
H -1.3056 2.2106 -2.2936
H 0.4182 -4.4133 -0.3168
H 1.8208 -0.4693 2.7382
H 1.1038 2.0290 2.4221
H 4.6703 1.6795 -2.1218
H 1.4125 -2.6360 -3.0202
H 4.6628 -2.4794 -0.9124
H 1.4660 3.6227 3.0797
H -1.6373 -5.2376 2.2742
H 2.3985 2.9936 1.7197
H -1.3553 -4.5707 4.6383
H 0.0984 -2.6579 5.2080
H -1.4684 3.8376 -2.9557
H 0.1223 3.0763 -2.8662
H -0.9285 -3.2953 -0.5503
H 2.4351 -1.5145 4.0083
*
```

Atom charges from the Mulliken analysis, given in e for atoms 1 to 4: 0.263, -0.277, -0.218, -0.143


# 2
C31H24HfN7O2S6 | ωB97M-V with the def2-TZVPD basis set

Calculated total energy, eV: -113381.648
Gap between HOMO and LUMO, eV: 6.894
HOMO, Eh: -0.367
Max |F|, eV/Å: 0.50
M, g mol⁻¹: 897.47

Structure (ORCA input):
```
! wB97M-V def2-TZVPD RIJCOSX def2/J DEFGRID3
* xyz 1 1
Hf -0.2850 -0.5348 0.4426
S -0.4603 2.0058 -0.2336
S 1.8573 -0.2797 1.9799
S 1.3840 4.1185 -2.3434
S -1.3109 0.7544 -2.7857
S 0.3804 2.3238 -4.4979
S -0.9078 -0.1331 -5.5911
O -4.5384 -0.1969 0.1973
O 0.3336 -4.6459 -0.5038
N -0.1574 -2.2933 2.0720
N 1.5376 -0.2576 -1.2156
N 3.0270 2.1600 1.9815
N 2.8350 1.3615 -0.0179
N -0.3764 -2.4392 -0.5243
N -2.3356 -0.8792 -0.0888
N -1.6224 0.4824 2.0809
C 3.4589 2.5996 -0.1230
C -0.6178 0.9120 -4.3767
C -2.5284 -1.7403 -1.2069
C 3.6023 0.5595 -2.1289
C 0.1066 5.3224 -1.9017
C 2.2677 -0.9230 -3.4146
C 0.2568 -3.4537 1.5363
C -3.8242 1.3583 2.3895
C -3.6315 -2.6427 -3.1339
C 0.5759 -4.4260 3.6837
C -3.3645 -0.2215 0.5051
C 3.4103 -0.1567 -3.2965
C -1.4199 -3.4064 -2.5817
C 2.6326 0.5080 -1.1419
C 0.1175 -3.2426 4.2418
C 0.6447 -4.5329 2.3044
C 2.9449 2.2932 3.4296
C 0.1213 -3.5842 0.0352
C -1.4229 -2.5589 -1.4849
C 1.3880 -0.9664 -2.3521
C -2.5360 -3.4446 -3.4071
C -0.2246 -2.1980 3.4039
C -2.9132 0.5604 1.7241
C -2.0615 1.9988 3.8688
C -0.3473 1.9700 -1.9819
C 0.3963 2.7413 -2.7953
C 3.5759 3.0916 1.1201
C -1.2102 1.1947 3.1395
C 2.5730 1.1115 1.2846
C -3.6394 -1.7853 -2.0402
C -3.3924 2.0875 3.4834
H 0.0243 -3.1223 5.3115
H -0.5631 -4.0387 -2.7662
H -4.4926 -1.1594 -1.8370
H -1.6835 2.5502 4.7177
H -0.5556 5.4856 -2.7484
H 0.6262 6.2503 -1.6679
H 4.4946 1.1469 -1.9748
H 0.8601 -5.2571 4.3148
H -4.0792 2.7217 4.0278
H 1.9067 2.4072 3.7349
H 0.9585 -5.4346 1.7980
H 3.9818 4.0231 1.4698
H -0.5706 -1.2560 3.8058
H 3.5069 3.1756 3.7202
H 2.0473 -1.4962 -4.3033
H 3.3701 1.4149 3.9086
H -0.4533 4.9837 -1.0336
H 3.7055 3.0327 -1.0726
H -4.8419 1.3783 2.0278
H -0.1609 1.1054 3.3915
H -4.4963 -2.6718 -3.7831
H -2.5427 -4.1015 -4.2662
H 0.5123 -1.5908 -2.4217
H 4.1459 -0.1196 -4.0883
*
```

Atom charges from the Mulliken analysis, given in e for atoms 1 to 4: -0.367, -0.255, -0.480, -0.016


# 3
C31H24IrN4O7P | ωB97M-V with the def2-TZVPD basis set

Calculated total energy, eV: -64950.934
Gap between HOMO and LUMO (spin up / spin down), eV: 6.442 / 6.785
HOMO (spin up / spin down), Eh: -0.424 / -0.430
Max |F|, eV/Å: 4.34
M, g mol⁻¹: 787.75

Structure (ORCA input):
```
! wB97M-V def2-TZVPD RIJCOSX def2/J DEFGRID3
* xyz 1 2
Ir 0.4826 -0.1644 -0.2873
P -1.1226 -1.9618 -1.5467
O -1.4950 -1.3351 0.3321
O -1.8723 -2.1828 2.3554
O 1.2111 -0.2328 3.9538
O -2.4091 2.9445 -1.0956
O 1.3933 -0.5293 1.7445
O 2.2930 -1.6086 -1.2142
O -0.6519 1.5951 -1.3035
N 3.9965 -0.6782 -2.4218
N 2.1708 0.5714 -1.6331
N -0.4802 1.2054 1.2574
N 1.8493 2.7661 -2.1463
C -2.9943 -5.6058 -1.2430
C -4.5501 0.2896 -3.6087
C -2.4481 -1.0234 -2.3553
C 0.5234 -3.8682 -2.8215
C 0.5647 -1.6465 -3.7568
C 4.6112 -1.9742 -2.6190
C -4.4017 0.3703 -2.2339
C 0.0336 -2.5659 -2.8519
C 0.9113 -0.0518 2.8009
C -2.3562 -4.5101 -1.8020
C -1.8506 -2.3049 1.1558
C -1.9305 2.5258 3.1581
C -0.2422 0.9830 2.5293
C 2.6117 1.6852 -2.2145
C -1.4218 2.0541 0.8792
C 1.4238 -4.2837 -3.7856
C -0.9374 1.6313 3.5366
C -1.9463 -3.4743 -0.9709
C -2.8634 -4.6244 0.9514
C -3.3621 -0.2881 -1.6058
C 3.8761 1.6458 -2.8776
C 1.8801 -3.3961 -4.7472
C -1.5452 2.2260 -0.6479
C -3.2262 -5.6743 0.1250
C -2.1835 2.7434 1.8110
C -3.6555 -0.4612 -4.3537
C 1.4659 -2.0707 -4.7139
C -2.2454 -3.5172 0.3899
C 4.5180 0.4522 -2.9495
C -2.6040 -1.1146 -3.7367
C 2.8089 -0.6167 -1.7305
H -3.7728 -0.5410 -5.4233
H -5.3671 0.7983 -4.0972
H 1.7732 -5.3047 -3.7797
H 5.6887 -1.9056 -2.4809
H -2.9492 3.4223 1.4690
H -3.7036 -6.5477 0.5402
H -2.4960 3.0527 3.9106
H 2.0868 3.6130 -2.6343
H 0.9081 2.6470 -1.7751
H 4.1898 -2.6714 -1.8951
H 4.2964 2.5326 -3.3191
H 2.5761 -3.7274 -5.5041
H -3.0649 -4.6294 2.0103
H 5.4735 0.3510 -3.4446
H -3.3180 -6.4113 -1.8846
H -2.1830 -4.4540 -2.8681
H 0.1955 -4.5609 -2.0599
H 0.2545 -0.6093 -3.7034
H -5.0893 0.9556 -1.6459
H 4.3829 -2.3466 -3.6194
H 1.8529 -1.3657 -5.4352
H -0.6990 1.4253 4.5677
H -3.2585 -0.2264 -0.5344
H -1.9137 -1.6959 -4.3294
*
```

Atom charges from the Mulliken analysis, given in e for atoms 1 to 4: 2.570, 1.868, -0.567, -0.638


# 4
C31H24N9O3OsS3 | ωB97M-V with the def2-TZVPD basis set

Calculated total energy, eV: -87061.381
Gap between HOMO and LUMO (spin up / spin down), eV: 5.391 / 5.421
HOMO (spin up / spin down), Eh: -0.362 / -0.362
Max |F|, eV/Å: 1.26
M, g mol⁻¹: 857.02

Structure (ORCA input):
```
! wB97M-V def2-TZVPD RIJCOSX def2/J DEFGRID3
* xyz 1 1
Os -0.6885 -0.6599 -0.1063
S -4.4615 -3.4914 5.5364
S -2.1288 -2.3159 0.4201
S -3.8994 -3.3155 2.6042
O -2.5407 0.9439 -3.3247
O -0.2879 1.5689 3.2762
O 0.9332 0.5599 -0.6809
N 4.2100 -2.4101 -1.8048
N -1.0936 0.6760 1.2888
N -0.5695 -1.6769 -1.9792
N 2.8332 1.3672 -1.5146
N 2.5444 -0.9623 -1.2393
N -2.4555 -2.1466 4.2945
N -1.8929 -1.8048 3.0915
N -1.8974 0.4532 -1.1413
N 0.6369 -1.3180 1.4305
C 2.0757 0.2808 -1.1332
C -1.9745 0.2563 -2.5110
C -3.5561 -2.9560 4.2835
C -3.3727 3.6076 1.1562
C 0.0212 -2.8272 -2.3076
C 3.7707 -1.1484 -1.7182
C 2.1076 -1.8640 3.7072
C -1.2565 -1.0079 -2.9250
C -2.4719 2.7089 1.6900
C -1.5919 -0.2763 5.5689
C -2.0047 1.6592 0.8943
C 0.6174 -0.4749 2.4792
C -0.7279 -2.6493 -4.5658
C 1.3602 -0.7047 3.6225
C -2.4506 1.5391 -0.4433
C -3.8163 3.4842 -0.1602
C 2.2560 2.7085 -1.3760
C -2.5335 -2.3495 2.1209
C -0.0392 -3.3485 -3.5862
C -1.3480 -1.4582 -4.2280
C -3.3623 2.4603 -0.9654
C 4.5998 -0.0671 -2.1296
C 2.1022 -2.7496 2.6370
C -0.5319 -0.6306 7.6978
C -0.9392 0.2260 6.6851
C -1.4219 -2.5064 6.4779
C -1.8190 -1.6379 5.4735
C -0.7773 -1.9936 7.5932
C 1.3674 -2.4329 1.5131
C 4.0806 1.1720 -2.0059
C -0.3030 0.7194 2.4109
H -4.5278 4.1953 -0.5575
H 0.4420 -4.2916 -3.8029
H -1.6174 -3.5649 6.3898
H -1.9136 -0.8709 -4.9373
H -1.9301 0.3873 4.7877
H -0.7644 1.2911 6.7632
H 1.3006 0.0117 4.4287
H -0.7909 -3.0342 -5.5745
H -0.0333 -0.2369 8.5737
H -3.7023 2.3614 -1.9830
H 3.0025 3.4358 -1.6815
H -2.1278 2.8013 2.7069
H 2.6761 -2.0856 4.6006
H 1.9708 2.8823 -0.3415
H -0.4681 -2.6641 8.3839
H 0.5434 -3.3344 -1.5091
H 3.6188 -3.1578 -1.4875
H 5.5943 -0.2204 -2.5180
H 1.3372 -3.0833 0.6507
H -3.7417 4.4162 1.7728
H 5.1290 -2.6245 -2.1469
H 1.3720 2.7994 -2.0030
H 2.6583 -3.6755 2.6710
H 4.6244 2.0628 -2.2867
*
```

Atom charges from the Mulliken analysis, given in e for atoms 1 to 4: 1.385, -0.279, -0.710, -0.096